No. 1
{"formula": "C29H67B2N3O10S", "method": "ωB97M-V with the def2-TZVPD basis set", "symbols": ["C", "C", "O", "C", "B", "N", "O", "N", "C", "O", "C", "C", "C", "C", "C", "C", "O", "C", "N", "C", "S", "B", "O", "C", "C", "H", "H", "H", "H", "H", "H", "H", "H", "H", "H", "H", "H", "H", "H", "H", "H", "H", "H", "H", "H", "H", "H", "H", "H", "H", "H", "H", "C", "C", "C", "O", "H", "H", "H", "H", "H", "H", "H", "H", "C", "C", "C", "O", "H", "H", "H", "H", "H", "H", "H", "H", "C", "C", "C", "O", "H", "H", "H", "H", "H", "H", "H", "H", "C", "C", "C", "O", "H", "H", "H", "H", "H", "H", "H", "H", "C", "C", "C", "O", "H", "H", "H", "H", "H", "H", "H", "H"], "coordinates": [[-1.585, -0.363, -2.488], [-0.381, 0.289, -3.232], [-0.382, 1.678, -2.935], [0.870, 2.328, -3.101], [1.641, 1.826, -4.467], [2.693, 0.783, -4.519], [1.261, 2.349, -5.702], [0.466, 3.725, -3.465], [1.652, 4.464, -3.441], [2.159, 5.154, -4.276], [2.140, 4.191, -1.987], [1.170, 5.207, -1.253], [1.622, 5.717, 0.133], [3.576, 4.597, -1.673], [4.691, 4.034, -2.584], [5.698, 3.124, -1.818], [4.223, 3.334, -3.735], [1.727, 2.681, -1.833], [2.939, 1.757, -1.746], [2.753, 0.603, -1.475], [2.612, -0.877, -0.887], [1.113, 2.538, -0.353], [2.037, 2.721, 0.677], [-0.384, 2.292, 0.083], [-0.626, 0.879, 0.699], [-2.201, -0.918, -3.194], [-2.174, 0.392, -1.969], [-1.226, -1.109, -1.775], [-0.561, 0.094, -4.298], [0.513, -0.236, -2.888], [3.561, 1.117, -4.118], [2.356, -0.025, -4.005], [0.446, 1.951, -6.020], [-0.152, 3.816, -4.257], [0.138, 4.858, -1.275], [1.178, 6.083, -1.913], [0.766, 5.959, 0.770], [2.177, 6.650, 0.011], [2.247, 5.026, 0.695], [3.795, 4.274, -0.655], [3.619, 5.684, -1.750], [5.299, 4.877, -2.938], [5.636, 3.240, -0.736], [6.722, 3.258, -2.173], [5.422, 2.087, -2.037], [4.990, 3.047, -4.234], [1.761, 2.120, 1.380], [-0.574, 2.990, 0.914], [-1.130, 2.540, -0.674], [-0.517, 0.080, -0.029], [-1.626, 0.913, 1.139], [0.050, 0.738, 1.547], [-5.870, -3.222, -1.086], [-5.316, -2.879, -2.460], [-5.385, -4.072, -3.400], [-3.965, -2.431, -2.337], [-5.287, -4.025, -0.626], [-5.810, -2.358, -0.423], [-6.912, -3.541, -1.149], [-5.880, -2.047, -2.884], [-4.784, -4.903, -3.016], [-4.978, -3.810, -4.378], [-6.412, -4.416, -3.530], [-3.449, -3.153, -1.963], [8.921, 4.487, 2.968], [7.875, 4.920, 1.951], [6.494, 5.018, 2.584], [7.843, 3.998, 0.862], [8.681, 3.498, 3.368], [9.903, 4.416, 2.499], [8.981, 5.191, 3.799], [8.153, 5.886, 1.529], [6.180, 4.045, 2.972], [5.755, 5.324, 1.843], [6.484, 5.737, 3.404], [7.599, 3.135, 1.212], [-8.694, -5.999, -1.731], [-9.479, -4.893, -2.422], [-10.945, -5.269, -2.571], [-8.913, -4.623, -3.705], [-8.733, -6.921, -2.319], [-7.644, -5.723, -1.634], [-9.093, -6.206, -0.737], [-9.395, -3.969, -1.848], [-11.050, -6.169, -3.183], [-11.495, -4.471, -3.071], [-11.407, -5.455, -1.600], [-8.977, -5.428, -4.230], [-1.913, -1.237, 5.266], [-1.312, -1.054, 3.880], [-0.670, -2.338, 3.383], [-0.341, -0.008, 3.907], [-1.137, -1.511, 5.986], [-2.364, -0.307, 5.613], [-2.677, -2.016, 5.266], [-2.089, -0.737, 3.183], [0.142, -2.644, 4.049], [-0.238, -2.192, 2.391], [-1.398, -3.150, 3.330], [0.356, -0.266, 4.519], [0.151, -5.754, 6.812], [1.267, -5.312, 5.877], [2.544, -6.099, 6.127], [1.516, -3.916, 6.045], [0.433, -5.582, 7.855], [-0.756, -5.178, 6.624], [-0.076, -6.813, 6.685], [0.951, -5.447, 4.842], [2.900, -5.939, 7.149], [3.335, -5.768, 5.454], [2.386, -7.168, 5.980], [1.797, -3.772, 6.954]], "atomic_forces_ev_per_a": [[0.67, -0.24, -0.51], [-1.38, -0.84, 0.72], [0.81, -0.42, 0.42], [-0.80, 2.05, -1.07], [0.90, -1.10, -0.52], [-0.75, 0.45, -0.26], [-0.25, -0.19, 0.84], [0.29, 0.08, -0.24], [0.13, -0.51, 1.14], [-0.44, 0.64, -0.20], [-0.53, 0.40, -1.09], [0.61, 0.15, 0.31], [-0.14, 0.24, 0.09], [-0.09, -0.81, -0.82], [1.51, -0.20, 0.39], [-0.59, -0.41, -0.39], [-0.59, 0.02, 0.13], [0.58, -0.19, 0.80], [-1.32, -0.41, -0.14], [0.82, -0.32, 1.05], [0.01, 0.66, -0.64], [-0.39, 0.40, 0.30], [-0.25, -1.00, -0.88], [-0.05, -0.12, 0.28], [-0.01, 1.07, 0.10], [-0.20, 0.22, 0.12], [-0.03, -0.06, -0.07], [-0.08, 0.22, 0.12], [0.49, 0.32, -0.08], [0.19, 0.33, -0.19], [-0.01, -0.21, 0.14], [0.48, -0.05, 0.26], [-0.11, 0.21, -0.20], [0.39, -0.16, -0.35], [0.15, -0.24, 0.18], [-0.16, -0.05, 0.09], [-0.01, -0.08, -0.15], [0.06, -0.11, 0.08], [-0.11, -0.02, -0.12], [-0.03, 0.28, 0.02], [-0.05, -0.04, 0.21], [-0.37, 0.12, 0.00], [0.25, 0.21, -0.08], [-0.03, 0.19, 0.18], [0.03, 0.08, 0.13], [0.12, 0.06, -0.11], [0.01, 0.44, 0.47], [0.14, 0.05, -0.13], [0.18, -0.25, -0.14], [-0.06, -0.07, 0.11], [-0.01, -0.46, -0.18], [0.01, -0.29, -0.15], [-0.05, 0.19, 0.10], [0.16, -0.56, 0.20], [-0.03, 0.01, -0.19], [-0.14, 0.26, -0.10], [-0.03, -0.07, -0.08], [-0.03, 0.02, -0.04], [0.01, -0.01, 0.00], [0.13, 0.09, -0.01], [-0.04, 0.02, 0.11], [-0.03, 0.04, 0.00], [0.02, 0.03, 0.01], [0.00, -0.04, 0.00], [0.17, 0.07, -0.07], [-0.17, -0.43, 0.38], [-0.10, 0.13, -0.11], [0.10, 0.24, -0.21], [-0.09, 0.04, 0.04], [-0.01, 0.05, -0.01], [-0.01, -0.03, 0.01], [0.01, -0.06, -0.14], [0.08, 0.00, 0.07], [0.03, 0.04, 0.00], [-0.01, -0.02, 0.01], [-0.01, -0.02, 0.02], [0.15, 0.09, 0.07], [-0.12, -0.58, -0.15], [-0.11, 0.19, -0.02], [0.07, 0.29, 0.12], [-0.11, 0.00, 0.01], [-0.02, 0.02, 0.03], [0.00, -0.02, -0.01], [0.07, 0.07, -0.12], [0.06, -0.06, 0.07], [0.02, 0.02, 0.04], [0.00, -0.02, -0.01], [-0.02, -0.02, -0.02], [-0.13, 0.16, 0.05], [0.28, -0.35, 0.36], [0.09, -0.04, -0.20], [-0.10, 0.24, -0.16], [0.02, -0.11, -0.07], [-0.04, -0.01, -0.05], [0.02, -0.01, 0.01], [0.09, 0.15, -0.03], [-0.09, -0.02, 0.09], [-0.07, 0.03, -0.02], [0.01, 0.00, 0.01], [-0.01, -0.07, 0.03], [-0.18, 0.06, -0.09], [0.13, -0.12, 0.55], [0.11, 0.02, -0.17], [-0.10, 0.11, -0.31], [0.08, -0.07, -0.01], [0.01, -0.02, -0.05], [0.01, 0.00, 0.03], [0.01, 0.16, -0.03], [-0.09, -0.05, 0.04], [-0.04, -0.02, -0.04], [0.01, 0.00, 0.03], [0.02, -0.02, 0.03]], "mulliken_charge": [-1.433, 0.799, -0.472, -0.423, 0.620, -0.705, -0.672, -0.317, -0.468, -0.644, 2.495, -0.988, -1.371, -1.981, -0.165, -1.204, -0.602, 0.762, -0.131, 0.419, -0.345, 0.710, -0.952, -0.564, -0.611, 0.459, 0.201, 0.256, 0.191, -0.192, 0.344, 0.328, 0.336, 0.396, 0.443, 0.600, 0.323, 0.381, 0.240, 0.145, 0.557, 0.628, 0.182, 0.413, 0.282, 0.409, 0.227, 0.220, 0.365, -0.088, 0.410, 0.187, -1.161, 0.347, -1.133, -0.398, 0.345, 0.350, 0.170, 0.269, 0.340, 0.342, 0.216, 0.286, -1.285, 0.340, -1.114, -0.506, 0.338, 0.323, 0.376, 0.265, 0.309, 0.187, 0.424, 0.344, -1.195, 0.433, -1.426, -0.555, 0.379, 0.268, 0.386, 0.291, 0.364, 0.339, 0.371, 0.354, -1.428, 0.572, -0.978, -0.518, 0.281, 0.367, 0.378, 0.277, 0.059, 0.271, 0.396, 0.329, -1.259, 0.527, -1.375, -0.530, 0.330, 0.299, 0.372, 0.270, 0.349, 0.338, 0.371, 0.323], "largest_force_ha_per_bohr": 0.048, "smiles": "CCO[C@@]1(B(N)O)NC(=O)[C@](CC)(C[C@@H](C)O)[C@@]1(N=C=S)B(O)CC.CC(C)O.CC(C)O.CC(C)O.CC(C)O.CC(C)O", "lumo_energy_ha": 0.0159, "e_homo_ev": -8.40, "energy_ev": -68293.90307}

***

No. 2
{"formula": "C29H68BN2O18", "method": "ωB97M-V with the def2-TZVPD basis set", "symbols": ["O", "C", "O", "B", "O", "C", "O", "O", "C", "O", "C", "O", "O", "C", "O", "H", "H", "H", "H", "C", "O", "H", "H", "H", "H", "C", "O", "H", "H", "H", "H", "C", "O", "H", "H", "H", "H", "C", "O", "H", "H", "H", "H", "C", "O", "H", "H", "H", "H", "C", "O", "H", "H", "H", "H", "C", "C", "C", "C", "C", "C", "N", "O", "C", "C", "C", "H", "H", "H", "H", "H", "H", "H", "H", "H", "H", "H", "H", "H", "H", "H", "H", "H", "H", "H", "C", "C", "C", "C", "C", "C", "N", "O", "C", "C", "C", "H", "H", "H", "H", "H", "H", "H", "H", "H", "H", "H", "H", "H", "H", "H", "H", "H", "H", "H", "O", "H", "H"], "coordinates": [[-4.688, 18.775, 10.660], [-4.365, 17.837, 11.441], [-3.288, 16.967, 11.295], [-3.313, 16.125, 12.494], [-4.432, 16.553, 13.282], [-4.916, 17.615, 12.840], [-5.895, 18.211, 13.240], [-1.953, 16.270, 13.124], [-1.276, 15.163, 12.809], [-0.141, 14.909, 13.137], [-2.280, 14.150, 12.097], [-3.362, 14.740, 12.008], [-2.018, 13.128, 11.533], [-4.857, 11.133, 12.179], [-5.660, 11.998, 11.360], [-5.057, 11.440, 13.206], [-5.172, 10.094, 12.083], [-3.775, 11.168, 12.057], [-5.409, 12.908, 11.534], [-2.247, 10.235, 9.665], [-2.473, 8.936, 9.869], [-2.232, 10.437, 8.594], [-3.052, 10.847, 10.071], [-1.328, 10.587, 10.132], [-1.599, 8.547, 9.790], [0.130, 11.472, 13.121], [0.322, 10.354, 14.001], [-0.231, 12.297, 13.736], [0.948, 11.897, 12.540], [-0.604, 11.320, 12.330], [0.937, 10.630, 14.684], [-7.800, 20.571, 12.864], [-7.562, 21.897, 13.076], [-7.904, 20.154, 13.866], [-8.768, 20.516, 12.366], [-7.039, 20.126, 12.224], [-7.556, 22.252, 12.184], [-3.141, 20.528, 13.664], [-1.805, 20.788, 14.101], [-3.452, 21.439, 13.154], [-3.275, 19.683, 12.988], [-3.875, 20.320, 14.443], [-1.606, 20.240, 14.864], [-5.334, 18.468, 6.391], [-4.490, 19.283, 7.225], [-5.391, 17.449, 6.771], [-6.338, 18.851, 6.208], [-4.833, 18.433, 5.423], [-4.883, 19.244, 8.100], [-5.806, 21.809, 9.195], [-6.883, 22.643, 9.191], [-6.221, 20.802, 9.160], [-5.213, 21.986, 8.297], [-5.172, 22.118, 10.026], [-7.288, 22.786, 8.332], [-2.016, 11.996, 19.357], [-1.797, 12.924, 18.158], [-2.320, 12.221, 16.843], [-2.542, 13.088, 15.583], [-3.488, 14.257, 16.065], [-3.012, 15.123, 17.245], [-2.565, 14.232, 18.352], [-2.116, 15.003, 19.421], [-1.955, 16.086, 16.705], [-4.240, 15.997, 17.666], [-0.266, 13.211, 18.056], [-1.904, 10.915, 19.276], [-3.008, 12.226, 19.745], [-1.387, 12.202, 20.223], [-1.517, 11.620, 16.418], [-3.171, 11.568, 17.037], [-3.079, 12.449, 14.882], [-1.631, 13.491, 15.141], [-4.473, 13.820, 16.229], [-3.683, 14.966, 15.260], [-2.248, 16.580, 15.779], [-1.450, 16.688, 17.461], [-1.100, 15.565, 16.274], [-4.557, 16.637, 16.842], [-5.099, 15.343, 17.817], [-4.039, 16.506, 18.609], [0.345, 13.581, 18.879], [-0.160, 13.721, 17.099], [0.262, 12.283, 17.837], [-1.284, 15.244, 19.008], [-7.489, 15.435, 11.581], [-8.485, 15.443, 10.385], [-9.956, 15.434, 10.957], [-10.951, 15.916, 9.852], [-10.499, 17.233, 9.169], [-9.060, 17.372, 8.755], [-8.236, 16.762, 9.780], [-6.905, 16.968, 9.459], [-8.911, 16.734, 7.391], [-8.849, 18.873, 8.734], [-8.197, 14.218, 9.520], [-6.477, 15.254, 11.219], [-7.757, 14.576, 12.196], [-7.426, 16.322, 12.212], [-10.204, 14.494, 11.449], [-9.916, 16.186, 11.745], [-11.867, 16.142, 10.399], [-11.001, 15.167, 9.062], [-10.834, 18.000, 9.868], [-11.217, 17.253, 8.350], [-9.385, 17.371, 6.645], [-7.880, 16.725, 7.036], [-9.346, 15.736, 7.342], [-8.840, 19.290, 9.741], [-7.868, 19.132, 8.337], [-9.583, 19.410, 8.133], [-8.226, 13.307, 10.118], [-7.163, 14.091, 9.198], [-8.915, 14.063, 8.714], [-6.591, 17.555, 10.150], [2.403, 14.605, 14.115], [1.532, 14.659, 13.721], [2.954, 15.151, 13.555]], "atomic_forces_ev_per_a": [[0.88, -3.84, 2.51], [2.37, 3.01, -3.06], [-3.05, 2.26, -0.12], [1.75, 0.04, -1.11], [1.77, -3.10, 2.66], [-4.20, 2.53, -2.09], [1.16, -0.18, 0.35], [-0.33, -1.20, -0.33], [0.20, -0.72, 1.26], [-0.88, 0.38, -0.59], [4.09, -0.48, -0.77], [-4.89, 1.95, 0.68], [0.70, -0.86, 0.44], [-0.52, 0.55, 0.85], [0.43, -0.79, -0.35], [0.13, -0.28, 0.38], [-0.22, 0.19, -0.35], [-0.03, 0.32, -0.52], [0.23, 0.08, 0.05], [-0.10, 3.64, -0.72], [-0.03, -3.47, 0.83], [0.29, 0.44, -0.29], [-0.04, -0.08, 0.06], [0.15, 0.19, -0.04], [-0.26, -0.70, 0.10], [-0.68, 0.95, 0.33], [0.24, 0.02, -1.02], [-0.17, 0.20, -0.21], [0.92, -0.56, 0.45], [-0.32, -0.74, 0.57], [0.06, 0.06, -0.03], [-1.03, -1.28, 0.05], [0.75, 2.57, -0.16], [0.31, -0.71, -0.34], [-0.32, -0.72, -0.15], [0.04, -0.47, 0.40], [0.18, 0.75, 0.08], [-0.28, 0.41, -0.06], [-0.45, -0.34, 0.02], [-0.14, -0.18, -0.10], [0.68, 0.00, -0.30], [0.23, 0.27, 0.51], [-0.01, -0.13, -0.05], [1.02, 0.02, -0.20], [-0.95, -0.31, -0.51], [-0.13, -0.04, 0.10], [-0.11, 0.27, 0.33], [-0.01, -0.05, -0.04], [0.22, 0.03, 0.41], [0.98, -0.48, -1.18], [-2.41, 2.39, 0.60], [0.91, -0.50, 0.58], [0.32, -0.36, -0.14], [-0.14, -0.78, 0.28], [0.30, -0.31, -0.02], [-0.87, 0.55, 1.27], [0.56, 0.84, -0.17], [1.67, 0.42, -0.62], [-1.79, 1.59, 2.11], [0.22, -0.44, -1.23], [-0.41, -0.43, -0.57], [-2.14, -1.59, -0.86], [0.85, -0.32, -0.30], [1.59, -0.87, -0.44], [0.22, -1.30, 0.24], [-0.23, -1.05, -1.74], [-0.09, 0.05, -0.96], [-0.30, -0.36, -0.11], [0.39, 0.55, -0.18], [0.22, -0.86, 0.94], [-0.09, 0.27, 0.13], [0.17, 0.23, -0.33], [0.12, -0.23, 0.10], [-0.02, -0.13, 0.54], [0.09, 0.05, -0.24], [-0.59, 0.76, 0.59], [-0.62, 0.65, -0.05], [0.21, -0.72, 0.14], [0.43, 0.37, 0.13], [0.01, -0.19, 0.29], [-0.01, 0.32, -0.27], [-0.75, 0.71, 0.15], [0.58, 0.74, 0.29], [-0.23, -0.50, 0.06], [0.86, 0.89, 0.95], [-0.08, -1.11, -0.17], [0.46, 0.37, 0.99], [1.11, 1.29, -1.25], [1.71, -0.24, 1.01], [-2.13, -1.22, 1.42], [-0.97, -0.37, 0.08], [-1.32, 0.64, 0.58], [0.91, -0.31, -0.42], [0.49, 0.46, -1.02], [1.31, 0.64, -0.19], [0.09, -0.86, 0.28], [0.06, -0.08, -0.12], [0.10, -0.03, 0.27], [-0.57, 0.17, -0.21], [0.01, -0.18, -0.39], [-0.25, 0.16, 0.11], [-0.47, -0.44, -0.67], [-0.63, -0.32, 0.28], [0.46, 0.43, -0.05], [0.41, 0.66, -0.53], [-0.47, -0.05, -0.04], [0.23, -0.36, 0.38], [0.10, 0.05, -0.01], [-0.29, -0.16, 0.13], [0.14, -0.05, -0.24], [-0.17, -0.23, -0.01], [-0.61, -0.03, 0.47], [0.04, 0.88, -0.59], [0.21, 0.16, -0.16], [0.26, 0.28, 0.06], [0.61, -0.22, 0.35], [-0.49, 0.08, -0.14], [0.11, 0.10, -0.08]], "mulliken_charge": [-0.622, 0.116, -0.697, 1.964, -0.952, 0.982, -0.662, -0.199, 0.307, -0.879, 0.544, -0.429, -0.684, -0.398, -0.457, 0.216, 0.370, -0.029, 0.279, -0.299, -0.511, 0.344, 0.040, 0.168, 0.331, 0.364, -0.564, -0.327, 0.330, -0.120, 0.334, -0.175, -0.587, 0.231, 0.304, -0.094, 0.306, -0.391, -0.547, 0.281, 0.091, 0.277, 0.306, -0.499, -0.576, 0.148, 0.216, 0.401, 0.297, -0.184, -0.560, -0.132, 0.388, 0.199, 0.300, -2.028, 2.038, -1.755, 0.888, -1.096, 1.880, 0.009, -0.468, -1.501, -1.900, -1.878, 0.311, 0.472, 0.368, 0.468, 0.394, 0.041, -0.503, 0.607, -0.076, 0.110, 0.513, 0.325, 0.275, 0.434, 0.389, 0.395, 0.413, 0.493, 0.389, -2.122, 1.831, -1.183, -0.791, -1.341, 1.988, 0.524, -0.190, -1.752, -1.625, -1.785, 0.217, 0.731, 0.138, 0.404, 0.446, 0.437, 0.353, 0.482, 0.252, 0.476, 0.155, 0.339, 0.299, -0.125, 0.532, 0.513, 0.345, 0.289, 0.016, -0.665, 0.661, 0.293], "largest_force_ha_per_bohr": 0.104, "lumo_energy_ha": 0.0767, "total_charge": -1, "e_homo_ev": -6.39, "energy_ev": -71687.57826}